[1]
This record from the OMol25 dataset describes C18H33F2N3O18S2Zn as an isolated structure in a non-equilibrium geometry. The level of theory is ωB97M-V/def2-TZVPD.

XYZ file:
```
77
Properties=species:S:1:pos:R:3:lowdin_charge:R:1
Zn 1.6385 -1.6344 1.4685 0.78
S 3.6651 -3.0537 -0.6265 0.47
S 4.9035 -1.4464 0.7460 0.56
F 2.2054 -3.6865 -0.8610 -0.18
F 4.4838 -0.3691 1.8406 -0.17
O -0.0854 -1.6436 -4.3363 0.04
O -1.9374 -1.7003 -5.5088 0.15
O 5.3507 -0.6196 -0.3193 -0.23
O 3.6568 -1.0123 5.0950 0.06
O 0.3168 -1.6859 -0.1342 -0.05
O 1.9462 0.4063 1.4781 0.07
O 0.0926 2.3399 -3.9196 0.01
O -1.9557 -0.8415 -3.4459 -0.03
O 2.0240 0.2499 4.7507 0.07
O 4.3924 -4.2260 -0.2592 -0.24
O -1.0254 2.1388 -2.1005 0.00
O 3.9487 -2.4629 -1.8948 -0.24
O 5.8065 -2.2673 1.4660 -0.22
O 1.6322 1.6114 -0.3722 0.04
O -0.4093 -1.3082 1.8652 -0.05
O 2.3013 -1.5443 3.4568 0.10
O 0.8507 2.2647 1.5365 0.03
O -2.1220 2.5864 -3.9996 0.14
N 3.3225 -2.0816 0.5717 -0.31
N -2.2466 1.7509 2.6226 0.16
N -6.2792 0.5640 2.2231 0.14
C 0.6338 0.4278 4.5245 -0.02
C -5.4655 0.4713 -0.2480 -0.06
C 0.2599 2.5512 -5.3127 -0.03
C 2.6392 0.9106 -1.1077 0.02
C 1.5220 1.3726 0.8950 -0.62
C -0.6635 -1.4155 0.6189 -0.62
C -2.9528 -0.4803 3.7531 -0.06
C 0.6212 3.5862 1.0210 0.01
C -5.9055 0.5712 1.1370 -0.27
C -2.0298 -1.1267 0.0885 0.03
C -3.3811 -0.7486 -3.4500 -0.03
C -2.5392 0.7687 3.1245 -0.29
C -2.2550 2.0762 -1.3777 -0.04
C 0.6295 -1.3691 -3.1555 -0.05
C -1.1159 2.3762 -3.4012 -0.65
C 2.6240 -0.8197 4.3511 -0.65
C -1.3728 -1.4321 -4.4985 -0.62
C 4.5492 -2.0859 4.7722 0.00
H -2.0959 -1.5345 -0.9179 0.08
H 0.0700 -0.4799 4.7578 0.10
H -0.2072 3.6032 0.3181 0.08
H 1.6923 -1.1924 -3.3224 0.09
H -3.6272 -0.2965 4.5862 0.09
H -3.9080 -1.3872 -4.1557 0.10
H 2.6058 1.2230 -2.1434 0.11
H -6.3056 0.4705 -0.9419 0.09
H -0.3273 3.3767 -5.7085 0.10
H -2.1617 -0.0481 0.0946 0.06
H -3.7408 -0.9035 -2.4378 0.06
H 0.4090 0.6684 3.4842 0.06
H -2.0205 2.2335 -0.3234 0.08
H -3.5874 0.2719 -3.7912 0.10
H -2.6475 1.0766 -1.5363 0.06
H 1.5562 3.8942 0.5536 0.11
H -3.5088 -1.0198 2.9870 0.07
H -4.8992 -0.4472 -0.3803 0.06
H 5.1089 -2.0301 3.8402 0.08
H -0.0392 1.6727 -5.8965 0.10
H -4.8803 1.3566 -0.4983 0.07
H 4.0432 -3.0480 4.8559 0.11
H 0.1956 1.2160 5.1299 0.10
H -2.9601 2.8820 -1.5809 0.11
H 0.6021 -2.1538 -2.4058 0.08
H 5.2691 -2.0210 5.5891 0.10
H 2.4033 -0.1530 -1.0743 0.07
H 3.6266 1.0385 -0.6758 0.09
H 0.3650 4.2538 1.8361 0.10
H 0.2893 -0.4561 -2.6600 0.08
H -2.7950 -1.5668 0.7216 0.08
H -2.1301 -1.1044 4.0817 0.07
H 1.3311 2.6421 -5.4636 0.10
```

total energy	-136049.85072	eV


[2]
This record from the OMol25 dataset describes C34H20Cl4N3O5OsSSb as an isolated structure. The level of theory is ωB97M-V/def2-TZVPD.

XYZ file:
```
69
Properties=species:S:1:pos:R:3:nbo_charge:R:1
Os 0.8658 0.5995 0.9241 0.91
Sb 0.0594 -1.5625 -0.2215 1.50
Cl 4.0148 0.2795 6.9058 0.05
Cl 5.9771 -1.2826 5.0355 0.05
Cl 1.3607 1.4952 5.6849 0.06
Cl 5.2903 -1.6271 1.9790 0.03
S 1.7213 1.3756 -0.9148 0.22
O -1.0079 1.3506 0.8034 -0.57
O -2.3920 6.4917 -2.8145 -0.66
O 2.6972 -0.3245 1.2535 -0.73
O 1.0912 0.9502 2.7603 -0.60
O -0.9748 7.5253 -1.4761 -0.54
N -1.1477 2.6342 1.0916 0.03
N -2.8938 5.5472 1.3653 -0.25
N -4.2612 1.4777 0.1852 -0.30
C 3.0664 -0.2299 2.5155 0.33
C 3.6301 -3.8921 -1.0956 -0.20
C -2.3595 3.0554 0.9567 -0.09
C 0.8294 2.8826 -1.2440 -0.19
C -2.1507 -1.8438 1.8206 -0.25
C 2.4809 0.6296 4.7106 -0.07
C -2.0178 -4.6080 2.1077 -0.20
C -2.9512 -3.8742 2.8264 -0.19
C 3.6544 0.0867 5.2333 -0.11
C 4.2375 -0.7704 3.0423 -0.14
C 1.8322 -4.8873 -2.3511 -0.22
C -3.4239 2.1860 0.5269 0.27
C -3.0191 -2.4953 2.6842 -0.19
C -1.1225 -1.0422 -1.8843 -0.41
C -0.6168 5.1963 -1.7523 -0.18
C 4.5272 -0.6107 4.3956 -0.07
C -2.5853 -0.0739 -4.0297 -0.20
C 0.5645 5.2533 -1.0206 -0.14
C 2.2084 0.4605 3.3672 0.16
C 1.4243 -2.9599 -0.9747 -0.31
C -1.2209 -2.5840 1.0933 -0.30
C -0.3492 2.8097 -1.9778 -0.24
C 3.1677 -4.8655 -1.9687 -0.17
C 2.7619 -2.9318 -0.5927 -0.24
C -1.3294 6.5016 -1.9816 0.77
C 1.2911 4.1030 -0.7684 -0.21
C -2.4370 -0.6324 -1.6957 -0.22
C -2.6357 4.4412 1.1957 0.25
C -1.1490 -3.9652 1.2373 -0.25
C -3.1672 -0.1456 -2.7717 -0.19
C 0.9563 -3.9335 -1.8560 -0.24
C -1.2707 -0.4844 -4.2178 -0.23
C -0.5342 -0.9628 -3.1439 -0.17
C -1.0697 3.9668 -2.2250 -0.14
H -0.7137 1.8517 -2.3303 0.24
H -4.1863 0.1835 -2.6156 0.23
H 3.1246 -2.1690 0.0846 0.26
H 1.4729 -5.6448 -3.0353 0.22
H 3.8497 -5.6110 -2.3567 0.22
H -2.0012 3.8710 -2.7725 0.20
H -3.6262 -4.3794 3.5048 0.22
H -2.2020 -0.7645 1.7211 0.23
H 0.8932 6.2144 -0.6500 0.25
H 0.4959 -1.2679 -3.2925 0.22
H -3.7447 -1.9236 3.2473 0.22
H -2.5234 5.6188 -3.1984 0.48
H -2.9007 -0.6704 -0.7179 0.24
H -0.0839 -3.9480 -2.1633 0.22
H 4.6709 -3.8743 -0.7994 0.23
H 2.2057 4.1491 -0.1915 0.23
H -0.4171 -4.5406 0.6825 0.22
H -3.1564 0.3043 -4.8679 0.22
H -1.9629 -5.6822 2.2265 0.22
H -0.8174 -0.4271 -5.1989 0.22
```

total energy	-120217.65696	eV


[3]
This record from the OMol25 dataset describes an isolated ion of composition C9H6O3S3 and charge -2 in a non-equilibrium geometry. The level of theory is ωB97M-V/def2-TZVPD.

XYZ file:
```
21
Properties=species:S:1:pos:R:3:nbo_charge:R:1
S -2.2879 3.5489 -0.2546 -0.10
S -3.5756 -1.9509 0.0477 -0.54
S 4.5681 0.1105 0.0137 -0.60
O -1.2654 -0.9799 -0.0606 -0.59
O -2.1803 1.2570 0.9578 -0.73
O -1.3586 -3.2497 -0.4214 -0.67
C -1.9306 -2.2092 -0.1811 0.58
C 2.8874 -0.2266 -0.0135 -0.17
C 0.5735 0.5526 -0.2663 -0.11
C 1.0365 -1.7726 0.1897 -0.22
C 0.1116 -0.7636 -0.0553 0.23
C 2.3879 -1.5145 0.2291 -0.26
C 1.9467 0.7747 -0.2738 -0.23
C -1.4544 1.9837 0.0930 0.23
C -0.2741 1.7322 -0.4745 -0.34
H 0.6804 -2.7806 0.3448 0.23
H 2.3042 1.7811 -0.4577 0.20
H -2.0543 0.2974 0.7556 0.54
H 3.0825 -2.3157 0.4498 0.20
H -3.3457 3.2215 0.4799 0.14
H 0.1483 2.5039 -1.1025 0.20
```

SMILES	[O-]C(=S)Oc1ccc([S-])cc1/C=C(\O)S
net charge	-2
total energy	-48079.57903	eV


[4]
This record from the OMol25 dataset describes a 2-piece molecular cluster, C15H32BrN2O3P overall in a non-equilibrium geometry. The level of theory is ωB97M-V/def2-TZVPD.

XYZ file:
```
54
Properties=species:S:1:pos:R:3:mulliken_spin:R:1
Br -2.2997 -1.1354 -4.8130 0.00
P 0.4186 2.0410 2.0237 0.00
O 0.6741 0.0127 0.1828 -0.01
O -3.8027 -0.9985 -0.7652 0.58
O 0.9878 1.1406 3.3100 0.00
N -3.0267 -0.2558 -0.0636 0.31
N -0.9402 2.8772 2.7259 0.00
C 4.2911 -0.1115 0.5357 0.00
C -3.2235 1.5910 -1.6260 0.00
C -1.5713 -2.2898 0.3732 0.03
C -2.2391 -1.0163 0.9261 0.06
C -2.2184 0.6469 -0.9136 0.04
C 2.5032 -0.2528 -1.3271 0.00
C -1.1958 -0.1758 1.6794 0.00
C 3.4531 -1.0072 -0.3858 0.00
C -0.3268 0.7759 0.8263 -0.01
C 3.3098 0.5225 -2.3788 0.00
C -1.2777 1.5584 -0.1107 0.02
C 2.7562 -2.1033 0.4543 0.00
C 1.5958 0.7493 -0.5998 0.00
C -3.2483 -1.5017 1.9976 0.01
C -1.4716 -0.0723 -2.0687 0.03
H -3.9124 -2.2381 1.5450 0.00
H -1.6736 0.4218 2.4626 -0.01
H 4.9148 0.6009 -0.0053 0.00
H 1.8549 -0.9322 -1.8890 0.00
H 4.9640 -0.7634 1.1019 0.00
H 1.8797 -2.4495 -0.0926 0.00
H 3.6683 0.4046 1.2711 0.00
H 2.4246 -1.6812 1.4068 0.00
H 4.0971 1.1369 -1.9358 0.00
H -2.2021 -2.8369 -0.3265 0.00
H -3.7179 1.0722 -2.4431 0.00
H -2.7416 -1.8825 2.8834 0.00
H -3.9714 1.8831 -0.8776 -0.01
H -1.4166 -2.9551 1.2305 0.00
H -2.1775 -0.5042 -2.8408 -0.01
H -0.7771 2.2255 -0.8097 0.00
H -0.5444 -0.8822 2.2020 0.00
H -0.7255 -0.7847 -1.7201 0.00
H 2.6670 1.1387 -3.0100 0.00
H -2.7367 2.5111 -1.9522 0.00
H 2.2475 1.4100 -0.0189 0.00
H -0.5894 -2.1221 -0.0658 -0.01
H 1.1271 1.3553 -1.3808 0.00
H -1.3395 3.5001 2.0294 0.00
H -3.8782 -0.6481 2.2666 -0.01
H 3.8187 -0.1714 -3.0543 0.00
H -0.9179 0.7224 -2.5833 0.00
H -1.9167 2.1580 0.5520 -0.01
H 3.4507 -2.9159 0.6718 0.00
H -0.5195 3.4797 3.4302 0.00
H 4.1690 -1.5336 -1.0313 0.00
H 1.3270 0.2857 3.0014 0.00
```

spin multiplicity	2
net charge	-1
total energy	-104528.65807	eV


[5]
This record from the OMol25 dataset describes a 2-piece molecular cluster, C5H9N overall in a non-equilibrium geometry. The level of theory is ωB97M-V/def2-TZVPD.

XYZ file:
```
15
Properties=species:S:1:pos:R:3:nbo_charge:R:1
N -3.7645 -0.2460 0.0720 -0.65
C -2.6198 0.1909 0.1552 0.42
C 1.8242 1.0548 -0.4070 -0.40
C -1.5058 0.8734 0.1146 -0.69
C 1.5406 -1.3132 -0.2094 -0.65
C 1.2593 0.0899 0.2567 -0.22
H 0.7157 0.1935 1.2450 0.23
H -4.0333 -1.0375 0.6172 0.38
H 1.5751 2.1313 -0.0988 0.20
H 0.6433 -1.8251 0.0389 0.21
H 1.8133 -1.5483 -1.2297 0.22
H 2.3527 0.8509 -1.3844 0.20
H -0.4747 0.4521 -0.2587 0.27
H 2.1707 -1.7355 0.4741 0.22
H -1.4969 1.8687 0.6144 0.25
```

SMILES	C=C=N.C=CC
energy above the lowest of the compared OMol25 structures with the same formula, charge and spin	331.9	kJ/mol


| no. | molar mass (Da) |
| --- | --- |
| 1 | 747.0 |
| 2 | 1036.4 |
| 3 | 258.3 |
| 4 | 399.3 |
| 5 | 83.1 |